[1]
The following is a DFT calculation (ωB97M-V/def2-TZVPD) of a 13-piece molecular cluster, C15H55ClO15PS3 overall.

Calculated values
HOMO-LUMO gap: 5.63 eV
E_HOMO: -11.2 eV
LUMO level: -5.61 eV
Max |F|: 9.10 eV Å⁻¹
E_tot: -101459.789 eV

```
! RIJCOSX wB97M-V def2-TZVPD def2/J DEFGRID3
* xyz 1 1
C -1.17 0.75 -0.93
S -0.28 2.33 -1.23
O -0.56 2.75 -2.67
O 1.23 2.14 -1.15
S -0.93 3.96 -0.04
C 0.40 4.34 1.25
C 0.48 5.96 1.32
O 0.88 6.58 2.30
Cl -0.13 6.88 -0.16
P -2.70 3.46 1.11
S -2.26 2.21 2.55
H -1.04 0.02 -1.82
H -0.85 0.21 0.04
H -2.30 0.99 -0.91
H 0.14 3.88 2.29
H 1.43 3.97 0.88
H -3.79 3.01 0.29
H -3.15 4.70 1.71
C -0.30 -3.35 -0.18
O -0.96 -2.08 -0.20
H 0.15 -3.52 -1.15
H 0.47 -3.35 0.59
H -1.03 -4.13 0.02
H -1.35 -1.95 0.67
C 3.86 6.32 4.54
O 3.52 6.66 3.20
H 4.87 6.67 4.75
H 3.16 6.79 5.23
H 3.83 5.23 4.66
H 2.63 6.34 3.04
C 0.33 4.24 5.34
O 0.48 3.64 4.05
H -0.61 4.79 5.36
H 0.31 3.46 6.10
H 1.15 4.92 5.52
H 1.32 3.16 4.06
C 1.11 -6.97 -0.67
O 0.74 -5.67 -1.10
H 1.72 -6.88 0.23
H 0.21 -7.55 -0.44
H 1.69 -7.47 -1.45
H 0.20 -5.78 -1.90
C -3.72 3.44 -4.17
O -3.31 2.08 -4.24
H -4.62 3.57 -4.76
H -3.93 3.70 -3.13
H -2.93 4.08 -4.56
H -2.51 2.00 -3.71
C -3.84 -1.18 4.22
O -2.45 -0.90 4.14
H -4.15 -1.71 3.31
H -4.04 -1.81 5.08
H -4.41 -0.25 4.30
H -2.21 -0.44 4.95
C 2.65 -0.06 1.17
O 2.54 1.34 1.43
H 3.29 -0.50 1.93
H 1.66 -0.52 1.21
H 3.10 -0.21 0.19
H 1.97 1.71 0.74
C 5.71 -0.02 3.55
O 5.32 1.29 3.96
H 6.47 -0.39 4.24
H 4.84 -0.68 3.58
H 6.12 0.02 2.54
H 4.65 1.59 3.34
C 0.17 -3.99 -4.41
O -0.42 -5.25 -4.10
H -0.44 -3.20 -3.99
H 1.17 -3.94 -3.97
H 0.24 -3.87 -5.49
H 0.14 -5.93 -4.49
C 1.06 -1.55 5.16
O 0.77 -1.26 3.80
H 2.06 -1.19 5.39
H 0.34 -1.05 5.81
H 1.02 -2.63 5.32
H -0.12 -1.59 3.62
C -3.13 -5.04 -6.41
O -2.72 -6.40 -6.48
H -4.03 -4.91 -7.01
H -3.34 -4.78 -5.37
H -2.34 -4.40 -6.80
H -1.92 -6.48 -5.94
C -1.12 -1.82 -8.51
O -1.43 -1.99 -7.13
H -0.62 -2.72 -8.87
H -2.04 -1.67 -9.08
H -0.46 -0.96 -8.64
H -1.87 -1.18 -6.84
*
```


[2]
The following is a DFT calculation (ωB97M-V/def2-TZVPD) of a 4-piece molecular cluster, C2H12O3S2 overall.

Calculated values
HOMO-LUMO gap: 9.06 eV
Structure (SMILES): CSSC.O.O.O
Energy above the lowest of the compared OMol25 structures with the same formula, charge and spin: 1.624 eV
E_HOMO: -8.7 eV
LUMO level: 0.39 eV
Max |F|: 4.15 eV Å⁻¹
E_tot: -30080.605 eV

```
! RIJCOSX wB97M-V def2-TZVPD def2/J DEFGRID3
* xyz 0 1
C 0.15 2.20 -1.52
S 1.71 2.57 -0.68
S 3.01 1.04 -0.49
C 2.31 -0.05 0.76
H -0.39 1.76 -0.81
H -0.11 3.20 -1.78
H 0.25 1.70 -2.49
H 2.89 -0.97 0.42
H 2.38 0.35 1.75
H 1.22 -0.40 0.57
O -2.17 -0.12 2.85
H -2.15 0.61 3.40
H -2.48 -0.94 3.32
O -2.81 -0.88 0.00
H -2.29 -0.23 0.40
H -3.53 -0.42 -0.42
O 0.52 -3.49 -1.81
H 0.09 -2.73 -1.36
H 1.42 -3.21 -2.11
*
```


[3]
The following is a DFT calculation (ωB97M-V/def2-TZVPD) of a 6-piece molecular cluster, C30H50N4O5 overall.

Calculated values
HOMO-LUMO gap: 8.72 eV
Structure (SMILES): O=[N+]([O-])c1ccccc1.COC[C@H](C)N.COC[C@H](C)N.COC[C@H](C)N.c1ccccc1.c1ccccc1
E_HOMO: -9.2 eV
LUMO level: -0.44 eV
Max |F|: 3.01 eV Å⁻¹
E_tot: -48112.503 eV

```
! RIJCOSX wB97M-V def2-TZVPD def2/J DEFGRID3
* xyz 0 1
O 5.92 13.69 15.33
N 6.99 13.17 15.17
O 7.08 11.97 15.24
C 8.18 14.11 15.05
C 9.48 13.58 15.16
C 10.58 14.39 15.16
C 10.44 15.76 15.05
C 9.14 16.31 14.90
C 7.98 15.46 14.90
H 9.50 12.51 15.31
H 11.55 13.93 15.16
H 11.37 16.31 15.05
H 9.05 17.37 14.72
H 6.97 15.86 14.90
C 14.03 14.83 17.95
O 14.47 14.52 16.62
C 15.22 13.35 16.46
C 15.51 12.94 14.97
C 14.27 12.51 14.22
N 16.53 11.90 14.85
H 13.24 15.58 18.01
H 14.89 15.28 18.43
H 13.70 13.97 18.53
H 16.14 13.37 17.05
H 14.71 12.54 16.98
H 15.98 13.78 14.46
H 13.75 11.58 14.44
H 14.48 12.35 13.16
H 13.62 13.39 14.23
H 16.62 11.50 13.92
H 17.43 12.28 15.11
C 8.59 19.17 17.12
O 9.98 19.17 16.73
C 10.27 20.34 15.96
C 11.86 20.60 15.88
C 12.64 21.10 17.11
N 12.08 21.58 14.83
H 7.95 19.22 16.25
H 8.21 19.96 17.76
H 8.35 18.19 17.55
H 9.79 20.26 14.98
H 9.89 21.25 16.40
H 12.42 19.76 15.47
H 12.38 22.14 17.31
H 13.72 21.07 16.97
H 12.34 20.57 18.01
H 13.09 21.69 14.85
H 11.78 22.49 15.16
C 7.28 12.94 18.97
O 8.31 13.66 19.59
C 8.83 14.72 18.83
C 9.96 15.43 19.60
C 9.42 16.29 20.75
N 10.55 16.33 18.61
H 6.56 13.56 18.45
H 6.82 12.34 19.75
H 7.60 12.21 18.22
H 9.28 14.34 17.91
H 8.01 15.39 18.56
H 10.61 14.69 20.06
H 8.60 16.93 20.41
H 10.11 17.04 21.14
H 8.97 15.69 21.53
H 9.83 16.99 18.36
H 10.84 15.87 17.76
C 16.63 17.40 11.72
C 16.73 17.04 13.08
C 15.67 16.66 13.87
C 14.44 16.65 13.34
C 14.26 16.92 11.95
C 15.38 17.27 11.16
H 17.49 17.73 11.15
H 17.71 16.99 13.52
H 15.87 16.41 14.90
H 13.64 16.33 13.99
H 13.32 16.78 11.43
H 15.24 17.51 10.11
C 5.11 16.79 19.66
C 5.50 17.80 18.72
C 5.51 17.39 17.40
C 4.99 16.22 16.93
C 4.56 15.30 17.84
C 4.60 15.54 19.24
H 5.08 17.01 20.71
H 5.99 18.72 18.99
H 5.83 18.14 16.69
H 4.97 16.00 15.88
H 4.18 14.35 17.49
H 4.29 14.71 19.85
*
```


[4]
The following is a DFT calculation (ωB97M-V/def2-TZVPD) of a 2-piece molecular cluster, C3H8NO overall.

Calculated values
HOMO-LUMO gap: 8.76 eV
Energy above the lowest of the compared OMol25 structures with the same formula, charge and spin: 1.219 eV
E_HOMO: -14.3 eV
LUMO level: -5.50 eV
Max |F|: 1.99 eV Å⁻¹
E_tot: -6769.951 eV

```
! RIJCOSX wB97M-V def2-TZVPD def2/J DEFGRID3
* xyz 1 1
C 2.14 -0.74 -0.69
N 1.67 -1.70 -0.01
H 3.18 -0.77 -1.00
H 1.43 0.10 -0.70
H 0.66 -1.77 0.11
H 2.11 -2.34 0.65
O -0.44 0.01 0.31
C -1.42 0.66 0.63
C -1.90 1.77 -0.22
H -1.76 0.52 1.67
H -2.79 2.25 0.15
H -1.18 2.52 -0.53
H -2.28 1.31 -1.14
*
```


[5]
The following is a DFT calculation (ωB97M-V/def2-TZVPD) of C32H31AuN7Se2 as an isolated structure.

Calculated values
HOMO-LUMO gap: 5.96 eV
Energy above the lowest of the compared OMol25 structures with the same formula, charge and spin: 0.276 eV
E_HOMO: -9.8 eV
LUMO level: -3.84 eV
Max |F|: 0.51 eV Å⁻¹
E_tot: -178498.462 eV

```
! RIJCOSX wB97M-V def2-TZVPD def2/J DEFGRID3
* xyz 1 1
Au -0.39 0.07 -0.58
C -4.45 -1.14 -1.49
C -4.94 -1.75 -0.34
C -4.13 -1.77 0.76
C -2.84 -1.22 0.74
N -2.35 -0.67 -0.40
C -3.19 -0.63 -1.48
N -2.23 -1.27 1.97
C -1.05 -0.86 2.23
N -0.08 -0.41 1.36
C 0.98 0.08 2.09
N 2.03 0.69 1.69
C 2.35 0.92 0.37
C 3.63 1.48 0.21
C 4.17 1.67 -1.03
C 3.44 1.25 -2.14
C 2.19 0.73 -1.95
N 1.60 0.60 -0.72
C 0.73 -0.19 3.52
C 1.49 0.06 4.64
C 0.95 -0.29 5.87
C -0.32 -0.88 5.95
C -1.08 -1.13 4.81
C -0.52 -0.78 3.60
H -5.04 -1.06 -2.40
H -5.94 -2.17 -0.31
H -4.45 -2.20 1.70
H -2.80 -0.13 -2.34
H 4.15 1.73 1.12
H 5.16 2.10 -1.14
H 3.84 1.31 -3.14
H 1.63 0.36 -2.78
H 2.47 0.53 4.56
H 1.51 -0.11 6.77
H -0.72 -1.13 6.93
H -2.06 -1.58 4.87
C 1.57 -1.24 -7.92
C 1.05 -0.70 -6.62
C 1.12 0.65 -6.33
C 0.62 1.18 -5.14
C 0.78 2.67 -4.93
C 0.01 0.31 -4.22
Se -0.92 1.15 -2.75
C -0.04 -1.07 -4.48
C -0.63 -2.06 -3.52
C 0.49 -1.55 -5.67
H 2.06 -0.47 -8.51
H 0.74 -1.65 -8.52
H 2.28 -2.06 -7.76
H 1.57 1.33 -7.04
H 0.97 3.16 -5.88
H 1.63 2.88 -4.28
H -0.09 3.14 -4.47
H -0.32 -1.88 -2.49
H -0.33 -3.07 -3.79
H -1.72 -2.03 -3.55
H 0.45 -2.61 -5.87
C -3.78 3.55 2.65
N -3.61 4.37 1.46
C -4.39 5.46 1.10
C -3.91 5.92 -0.07
N -2.84 5.11 -0.41
C -2.03 5.23 -1.61
C -2.66 4.16 0.53
Se -1.35 2.86 0.54
H -4.53 4.03 3.28
H -2.84 3.46 3.17
H -4.12 2.55 2.37
H -5.21 5.80 1.71
H -4.22 6.75 -0.68
H -2.32 6.14 -2.14
H -2.18 4.36 -2.25
H -0.97 5.28 -1.34
*
```


[6]
The following is a DFT calculation (ωB97M-V/def2-TZVPD) of a 2-piece molecular cluster, C3H4N2O2S overall.

Calculated values
HOMO-LUMO gap: 8.88 eV
Energy above the lowest of the compared OMol25 structures with the same formula, charge and spin: 5.766 eV
E_HOMO: -9.4 eV
LUMO level: -0.55 eV
Max |F|: 6.42 eV Å⁻¹
E_tot: -21081.066 eV

```
! RIJCOSX wB97M-V def2-TZVPD def2/J DEFGRID3
* xyz 0 1
C 0.24 -0.59 0.09
C -1.16 -0.43 0.08
C -1.48 0.48 -0.92
H 0.51 -1.14 1.93
H 2.14 -1.36 0.73
H -1.90 -0.86 0.99
H 0.66 1.95 0.63
N 1.02 -1.54 0.71
N 0.84 0.16 -0.88
O -2.40 1.02 -1.46
O -0.28 0.76 -1.57
S 1.82 1.54 -0.32
*
```


[7]
The following is a DFT calculation (ωB97M-V/def2-TZVPD) of a 4-piece molecular cluster, C8H16Cl8 overall.

Calculated values
HOMO-LUMO gap: 10.91 eV
Structure (SMILES): ClCCCl.ClCCCl.ClCCCl.ClCCCl
Energy above the lowest of the compared OMol25 structures with the same formula, charge and spin: 0.695 eV
E_HOMO: -10.5 eV
LUMO level: 0.43 eV
Max |F|: 1.55 eV Å⁻¹
E_tot: -108735.369 eV

```
! RIJCOSX wB97M-V def2-TZVPD def2/J DEFGRID3
* xyz 0 1
Cl -11.11 -3.47 4.81
C -10.54 -5.13 4.57
C -9.65 -5.64 5.75
Cl -8.23 -4.63 5.93
H -10.02 -5.14 3.61
H -11.39 -5.79 4.35
H -9.29 -6.67 5.68
H -10.27 -5.65 6.65
Cl -6.96 -8.20 11.79
C -8.40 -9.22 11.71
C -8.44 -10.10 10.45
Cl -9.19 -9.35 9.00
H -9.32 -8.64 11.85
H -8.42 -9.89 12.57
H -8.98 -11.03 10.62
H -7.40 -10.37 10.28
Cl -13.51 -4.48 8.86
C -13.56 -3.01 7.81
C -12.15 -2.37 7.92
Cl -11.91 -1.90 9.66
H -14.34 -2.35 8.20
H -13.74 -3.29 6.77
H -11.99 -1.48 7.33
H -11.33 -3.01 7.59
Cl -12.45 -7.50 6.65
C -12.41 -8.40 8.20
C -13.63 -8.18 9.05
Cl -15.13 -8.93 8.50
H -11.59 -7.99 8.79
H -12.18 -9.45 8.04
H -13.84 -7.11 9.08
H -13.42 -8.52 10.06
*
```


[8]
The following is a DFT calculation (ωB97M-V/def2-TZVPD) of C20H43OP3SSc as an isolated structure.

Calculated values
HOMO-LUMO gap (alpha / beta): 4.76 / 4.17 eV
Energy above the lowest of the compared OMol25 structures with the same formula, charge and spin: 1.588 eV
E_HOMO (alpha / beta): -15.7 / -15.6 eV
LUMO level (alpha / beta): -10.91 / -11.48 eV
Max |F|: 3.14 eV Å⁻¹
E_tot: -82860.491 eV

```
! RIJCOSX wB97M-V def2-TZVPD def2/J DEFGRID3
* xyz 3 1
Sc 0.05 0.45 0.34
P -0.80 -2.24 0.51
P 2.56 -0.64 0.28
P -2.28 0.56 -1.15
H 4.88 2.66 -7.81
C 4.05 3.37 -7.72
C 4.16 4.49 -6.99
H 5.08 4.73 -6.44
C -0.85 -3.67 -0.59
C -0.04 -3.05 2.02
C -2.51 -2.42 1.25
C 3.87 0.44 -0.37
C 3.30 -1.14 1.87
C 2.92 -2.16 -0.68
C -2.37 1.85 -2.41
C -3.80 0.94 -0.22
C -2.87 -0.87 -2.12
H 3.16 3.16 -8.31
H 3.37 5.24 -6.97
H -1.33 -4.49 -0.04
H 0.17 -3.94 -0.89
H -1.44 -3.40 -1.48
H -0.72 -3.81 2.44
H 0.12 -2.27 2.79
H 0.94 -3.52 1.81
H -2.56 -3.40 1.78
H -3.30 -2.41 0.48
H -2.69 -1.63 2.00
H 4.86 0.11 0.00
H 3.68 1.46 -0.03
H 3.87 0.46 -1.46
H 3.83 -2.11 1.85
H 2.51 -1.22 2.61
H 4.01 -0.39 2.25
H 4.00 -2.28 -0.74
H 2.52 -2.04 -1.69
H 2.46 -3.05 -0.25
H -3.36 1.90 -2.88
H -1.63 1.68 -3.20
H -2.12 2.82 -1.96
H -4.67 0.92 -0.89
H -3.75 1.94 0.24
H -3.98 0.23 0.59
H -3.65 -0.52 -2.80
H -3.26 -1.71 -1.54
H -2.04 -1.24 -2.72
C 1.59 1.93 -2.68
C 1.18 0.74 -3.31
C 1.70 0.38 -4.55
C 2.65 1.23 -5.14
C 3.08 2.42 -4.53
C 2.56 2.78 -3.29
S 0.90 2.35 -1.16
H 0.11 -1.13 -0.66
H 0.47 0.11 -2.76
H 1.38 -0.57 -5.00
H 3.07 0.95 -6.11
H 3.84 3.06 -5.02
H 2.86 3.68 -2.74
C -1.19 -0.18 4.42
C -1.40 0.71 3.24
C -2.25 1.91 3.38
O -0.74 0.46 2.16
H -1.66 0.22 5.33
H -0.10 -0.21 4.62
H -1.58 -1.23 4.37
H -1.55 2.73 3.13
H -3.06 2.03 2.64
H -2.60 1.98 4.42
*
```


[9]
The following is a DFT calculation (ωB97M-V/def2-TZVPD) of a 2-piece molecular cluster, C4H3NOS3 overall.

Calculated values
HOMO-LUMO gap: 6.92 eV
Energy above the lowest of the compared OMol25 structures with the same formula, charge and spin: 3.036 eV
E_HOMO: -8.3 eV
LUMO level: -1.43 eV
Max |F|: 9.15 eV Å⁻¹
E_tot: -40236.584 eV

```
! RIJCOSX wB97M-V def2-TZVPD def2/J DEFGRID3
* xyz 0 1
C 2.32 0.52 0.04
C 0.87 0.25 0.00
C -0.22 0.99 -0.23
C -1.53 0.38 -0.09
H 1.89 2.86 0.33
H 3.72 2.08 -0.16
H -0.23 1.99 -0.04
N 2.77 1.71 -0.15
O 3.13 -0.37 0.38
S -3.06 1.07 0.08
S -1.28 -1.39 0.10
S 0.69 -1.47 -0.21
*
```